DFT (ωB97M-V/def2-TZVPD) results for 16 unconnected molecules or ions with the total composition C74H174N6O16S10 at a distorted geometry.

The geometry in XYZ format:
```
280
Properties=species:S:1:pos:R:3:lowdin_charge:R:1
C 1.90309 5.14230 2.42469 -0.271
S 0.90187 6.47139 3.19741 0.839
O 2.04278 7.43934 3.46419 -0.590
C 0.02084 6.94562 1.65106 -0.276
H 2.30280 4.46752 3.18166 0.043
H 2.66323 5.62100 1.80734 0.055
H 1.22351 4.53989 1.82189 0.024
H -0.80508 7.64420 1.78505 0.041
H -0.38882 6.13983 1.04197 0.017
H 0.73098 7.43436 0.98402 0.052
C -1.75773 -3.12432 5.01005 -0.258
S -3.17472 -2.28404 4.20425 0.808
O -4.33494 -3.02466 4.81620 -0.584
C -3.12606 -0.67428 5.20517 -0.214
H -1.60293 -2.88023 6.06103 0.062
H -0.86723 -2.93911 4.40937 0.021
H -1.84845 -4.20194 4.87367 0.029
H -4.07165 -0.14023 5.11160 0.037
H -2.26586 -0.02008 5.06313 0.015
H -3.02198 -1.16073 6.17504 0.035
C 4.22995 3.03380 0.99645 -0.248
S 5.71127 2.08151 1.53704 0.853
O 5.52039 1.87161 3.00328 -0.569
C 5.08891 0.55354 0.83847 -0.291
H 4.34806 3.91743 1.62364 0.032
H 3.22384 2.62628 1.09530 0.052
H 4.36913 3.23669 -0.06542 0.029
H 4.88793 0.77213 -0.21030 0.041
H 4.20254 0.12577 1.30693 0.052
H 5.86009 -0.20308 0.98307 0.047
C -1.91994 -4.12151 -3.94256 -0.247
S -2.28066 -4.07530 -2.12850 0.867
O -0.90769 -4.10174 -1.55840 -0.562
C -3.23157 -2.47990 -2.11928 -0.228
H -1.26789 -4.90209 -4.33450 0.061
H -1.45610 -3.21194 -4.32418 0.017
H -2.86874 -4.26589 -4.45931 0.044
H -2.60759 -1.62066 -2.36516 0.039
H -3.79203 -2.42375 -1.18609 0.040
H -3.96520 -2.50256 -2.92511 0.052
C -1.90196 3.71815 7.92741 -0.233
S -1.17364 2.35991 6.87649 0.846
O -2.10627 2.38657 5.66239 -0.611
C 0.40274 3.15192 6.23684 -0.225
H -1.72966 3.57951 8.99474 0.043
H -2.95846 3.75148 7.66135 0.047
H -1.47322 4.66685 7.60451 0.046
H 1.00872 2.41538 5.70920 0.020
H 0.86956 3.64843 7.08752 0.052
H 0.15809 3.79498 5.39143 0.041
C -4.92618 3.41632 -3.31053 -0.255
S -5.24744 4.47750 -4.76032 0.853
O -4.18146 5.57935 -4.97706 -0.579
C -4.81610 3.25192 -6.10459 -0.228
H -4.74940 4.05238 -2.44319 0.040
H -3.92421 3.00651 -3.43786 0.040
H -5.78786 2.75540 -3.21680 0.038
H -5.47046 2.39995 -6.28914 0.054
H -3.79556 2.94701 -5.87300 0.035
H -4.85997 3.86259 -7.00639 0.041
C 5.21878 -0.36389 -8.53768 -0.264
S 4.70516 0.62309 -7.12201 0.856
O 5.70654 1.73704 -7.20618 -0.550
C 3.22640 1.32253 -7.98320 -0.232
H 6.28909 -0.56514 -8.49241 0.059
H 4.97226 -0.00566 -9.53718 0.061
H 4.69654 -1.30607 -8.37139 0.040
H 2.53570 0.59514 -8.40976 0.046
H 3.63730 1.95662 -8.76882 0.061
H 2.74245 1.96711 -7.24944 0.036
C -1.20095 5.16742 -3.36119 -0.257
S -1.60245 5.99843 -1.81929 0.800
O -0.46338 7.04886 -1.59406 -0.573
C -3.01191 7.01195 -2.41295 -0.236
H -0.33000 4.52283 -3.24265 0.021
H -0.93312 5.89698 -4.12545 0.069
H -2.17337 4.69746 -3.50826 0.017
H -3.78267 6.36097 -2.82557 0.011
H -2.59608 7.74496 -3.10424 0.065
H -3.40572 7.59289 -1.57898 0.049
C -5.42329 5.64669 1.09986 -0.250
S -3.64614 5.26192 1.13928 0.810
O -2.95500 6.32908 2.00075 -0.577
C -3.67581 3.76408 2.29054 -0.211
H -5.76646 5.51901 2.12652 0.047
H -5.93174 4.83998 0.57185 0.034
H -5.52706 6.67978 0.76811 0.055
H -4.39785 3.89125 3.09713 0.051
H -2.72516 3.46017 2.72872 0.052
H -4.08642 2.97238 1.66388 0.010
C -0.58354 0.63653 -6.90013 -0.238
S -1.30876 -0.36930 -5.49022 0.838
O -2.70180 0.23150 -5.30183 -0.589
C -1.78780 -1.79940 -6.59260 -0.251
H 0.21314 0.16957 -7.47921 0.035
H -0.17848 1.57617 -6.52448 0.040
H -1.30779 1.00859 -7.62478 0.057
H -2.62499 -2.36845 -6.18837 0.040
H -0.98399 -2.47174 -6.89251 0.050
H -2.02643 -1.39518 -7.57635 0.045
C -7.98074 1.92326 -1.40343 -0.051
C -8.26137 0.90406 -0.32210 -0.443
C -7.84104 -0.52688 -0.84302 -0.112
C -7.78217 -1.51675 0.34726 -0.199
C -6.84846 -1.08529 1.40323 -0.144
C -7.15846 0.36165 1.98460 -0.449
N -7.35601 1.26501 0.84494 -0.140
O -7.31396 2.57836 1.24863 -0.011
C -8.29813 0.28560 3.03877 -0.031
C -5.81608 0.78244 2.65974 -0.027
C -9.81012 0.86621 0.02587 -0.015
H -8.50190 2.83745 -1.11925 0.078
H -8.26201 1.62542 -2.41352 0.092
H -6.92939 2.20870 -1.36757 0.066
H -8.61621 -0.95416 -1.47915 0.110
H -6.87736 -0.54146 -1.35214 0.113
H -7.56403 -2.52448 -0.00629 0.114
H -8.76910 -1.56045 0.80786 0.106
H -5.79826 -1.12168 1.11365 0.110
H -6.90908 -1.76982 2.24930 0.125
H -9.24706 -0.18785 2.78681 0.064
H -7.95312 -0.14915 3.97689 0.085
H -8.62722 1.21950 3.49442 0.075
H -5.45528 -0.07415 3.22911 0.064
H -5.03117 0.89196 1.91140 0.059
H -5.94737 1.65370 3.30144 0.085
H -10.36208 0.38758 -0.78306 0.082
H -10.28559 1.84695 0.03889 0.071
H -10.01830 0.42416 1.00021 0.055
H -8.24055 2.71711 1.45788 0.099
C 2.50435 -4.54069 -0.82649 -0.033
C 3.37113 -3.41705 -1.45946 -0.410
C 4.63454 -4.13284 -2.16400 -0.120
C 5.44721 -3.25440 -3.16758 -0.160
C 4.47096 -2.60606 -4.16131 -0.152
C 3.24661 -1.84834 -3.65949 -0.456
N 2.64746 -2.66409 -2.54352 -0.091
O 1.42276 -2.14325 -2.14973 -0.038
C 3.64509 -0.43409 -3.17198 0.007
C 2.24536 -1.71373 -4.84652 -0.027
C 3.89404 -2.51353 -0.30933 -0.030
H 1.53337 -4.18660 -0.48020 0.054
H 2.88574 -5.08393 0.03811 0.078
H 2.41343 -5.35821 -1.54169 0.080
H 5.24343 -4.44552 -1.31572 0.109
H 4.47492 -5.08379 -2.67225 0.105
H 5.99221 -4.02017 -3.71955 0.102
H 6.19899 -2.65898 -2.64950 0.103
H 4.09652 -3.47792 -4.69775 0.113
H 4.95646 -2.12844 -5.01235 0.106
H 3.75484 -0.46849 -2.08806 0.061
H 4.57045 -0.13592 -3.66481 0.082
H 2.82123 0.22500 -3.44576 0.065
H 1.33960 -1.16466 -4.58920 0.029
H 2.69853 -1.26993 -5.73296 0.064
H 1.79318 -2.68846 -5.02965 0.084
H 4.95001 -2.30003 -0.47503 0.074
H 3.85880 -2.95348 0.68731 0.075
H 3.32226 -1.58771 -0.24593 0.047
H 0.79999 -2.87055 -2.21900 0.066
C 0.02101 0.50331 2.09986 -0.017
C -0.32896 -0.36575 0.89564 -0.410
C -1.87670 -0.45689 0.74812 -0.114
C -2.48395 0.84431 0.11967 -0.134
C -1.76894 1.17808 -1.20733 -0.128
C -0.24929 1.36841 -1.16847 -0.434
N 0.24670 0.25658 -0.33990 -0.106
O 1.60138 0.11059 -0.45416 -0.028
C 0.24721 1.45294 -2.66139 -0.019
C 0.04341 2.77951 -0.59746 -0.030
C 0.16680 -1.86711 1.12117 -0.001
H 1.02650 0.32204 2.47965 0.068
H -0.75816 0.63299 2.85097 0.083
H 0.07780 1.53867 1.76384 0.062
H -2.21422 -1.37489 0.26703 0.089
H -2.26554 -0.55011 1.76213 0.081
H -2.09228 1.62734 0.76895 0.079
H -3.55382 0.99905 0.25945 0.091
H -2.17615 2.18082 -1.33689 0.105
H -2.03841 0.54070 -2.04949 0.098
H 1.25075 1.87260 -2.73132 0.063
H 0.38171 0.53745 -3.23749 0.042
H -0.28601 2.19170 -3.25973 0.071
H -0.19483 3.54320 -1.33781 0.038
H -0.48632 3.00220 0.32876 0.068
H 1.08950 3.03714 -0.43188 0.077
H 0.05999 -2.44091 0.20061 0.050
H -0.28020 -2.30862 2.01189 0.070
H 1.22515 -2.04990 1.30718 0.060
H 1.66162 -0.63446 -1.05655 0.037
C 3.19922 4.59203 -3.06551 -0.034
C 3.80395 5.23564 -4.27736 -0.486
C 4.44080 6.59760 -3.98854 -0.144
C 5.78402 6.70397 -3.23952 -0.152
C 6.66717 5.71139 -4.02565 -0.135
C 6.14401 4.22823 -4.17644 -0.476
N 4.83091 4.33564 -4.86975 -0.102
O 4.33122 3.09247 -5.25448 -0.058
C 7.15454 3.54721 -5.05791 -0.068
C 6.08133 3.40342 -2.86557 -0.029
C 2.66744 5.53900 -5.32646 -0.023
H 3.69593 4.92303 -2.15347 0.078
H 3.19288 3.50906 -3.18890 0.075
H 2.16912 4.88449 -2.86191 0.074
H 4.63469 7.16327 -4.89987 0.120
H 3.70656 7.16083 -3.41257 0.121
H 5.82413 6.42539 -2.18648 0.103
H 6.26011 7.67380 -3.38396 0.108
H 7.59495 5.53968 -3.47990 0.110
H 6.98917 6.06217 -5.00614 0.115
H 7.16741 4.05414 -6.02277 0.088
H 8.15257 3.55113 -4.61970 0.088
H 7.08042 2.50814 -5.37876 0.065
H 7.03458 2.98228 -2.54611 0.078
H 5.85243 3.96303 -1.95863 0.060
H 5.43088 2.55178 -3.06489 0.073
H 2.10392 6.40238 -4.97273 0.075
H 1.92764 4.73949 -5.36608 0.068
H 3.09435 5.87366 -6.27190 0.082
H 4.58715 3.02256 -6.17709 0.038
C -0.69269 -5.62604 2.77004 -0.013
C -0.91542 -7.06880 2.16339 -0.467
C 0.40436 -7.71633 1.67070 -0.103
C 1.31782 -8.27149 2.83773 -0.167
C 0.51167 -9.23092 3.70748 -0.144
C -0.83968 -8.58820 4.23076 -0.468
N -1.56834 -7.98409 3.10715 -0.084
O -2.91716 -7.60774 3.46293 -0.016
C -1.71387 -9.74761 4.80051 -0.047
C -0.46563 -7.72841 5.44160 -0.038
C -1.80669 -6.89967 0.88008 -0.030
H -1.51111 -5.08572 3.24578 0.049
H -0.41452 -4.96509 1.94914 0.076
H 0.00038 -5.60313 3.61101 0.045
H 0.10878 -8.51150 0.98627 0.115
H 0.99505 -6.90659 1.24232 0.105
H 1.58810 -7.43487 3.48202 0.085
H 2.24153 -8.70029 2.44914 0.107
H 1.13498 -9.63544 4.50494 0.113
H 0.50989 -10.15735 3.13320 0.110
H -1.21690 -10.31401 5.58811 0.079
H -2.68289 -9.44669 5.19869 0.075
H -1.95150 -10.45307 4.00430 0.079
H -1.32115 -7.13631 5.76655 0.087
H -0.10061 -8.30469 6.29176 0.086
H 0.29766 -6.98004 5.22842 0.056
H -1.34588 -6.28275 0.10861 0.063
H -2.73331 -6.41291 1.18429 0.075
H -2.05941 -7.90439 0.54132 0.082
H -3.54294 -8.01067 2.85659 0.096
C 2.56486 -0.32289 7.26644 -0.048
C 2.69854 -1.14355 5.99128 -0.444
C 3.94599 -0.56130 5.28854 -0.090
C 4.63437 -1.57733 4.22057 -0.164
C 4.73264 -2.95255 4.80238 -0.163
C 3.39072 -3.56147 5.24326 -0.480
N 2.74097 -2.64089 6.22215 -0.117
O 1.59835 -3.17539 6.76708 -0.015
C 2.50413 -3.88699 4.03369 -0.019
C 3.73440 -4.88552 5.98910 -0.035
C 1.46567 -0.79178 5.07783 -0.020
H 2.47696 0.76029 7.18222 0.078
H 3.47953 -0.46703 7.84150 0.083
H 1.74595 -0.66979 7.89664 0.081
H 3.70789 0.36321 4.76253 0.105
H 4.77597 -0.25565 5.92558 0.111
H 5.58002 -1.14081 3.89915 0.102
H 4.12819 -1.64339 3.25749 0.081
H 5.47878 -2.85040 5.59038 0.123
H 5.19486 -3.61270 4.06845 0.120
H 2.30549 -2.95922 3.49714 0.062
H 2.91055 -4.71208 3.44875 0.086
H 1.54128 -4.29023 4.34740 0.056
H 4.33523 -5.59254 5.41706 0.084
H 4.12926 -4.64367 6.97585 0.083
H 2.82124 -5.42817 6.23358 0.065
H 1.51242 -0.81387 3.98905 0.048
H 1.17570 0.22641 5.33724 0.054
H 0.63194 -1.43595 5.35719 0.060
H 1.91445 -3.42236 7.63925 0.108
```

Net charge: 0
Highest occupied orbital energy (eV): -7.723
Energy (eV): -229591.5557
LUMO energy (eV): -0.2